The following is a quantum chemistry calculation of C42H36ClN3O4PS2Zr as an isolated structure, from the OMol25 dataset.

Atoms and positions in Å:
1 Zr 0.50974 -0.04652 1.53663
2 O -0.10169 2.36317 2.15169
3 C -1.44951 2.69890 2.34619
4 C -1.87800 4.00593 2.41984
5 C -3.24104 4.24946 2.55274
6 C -4.15559 3.20452 2.58317
7 C -3.71290 1.89307 2.49306
8 C -2.35206 1.63992 2.39786
9 C -1.72586 0.30876 2.30629
10 O -0.76425 0.01501 3.14283
11 N -1.88393 -0.39107 1.19281
12 N -1.02632 -1.53280 1.13188
13 C -1.64791 -2.68086 1.01352
14 S -3.36763 -2.75673 0.95856
15 C -3.45059 -4.56981 1.05083
16 C -2.22592 -5.13291 0.36282
17 S -0.78489 -4.16792 0.91538
18 H 0.44642 3.15527 2.22898
19 H -1.17286 4.82820 2.37818
20 H -3.58737 5.27097 2.63205
21 H -5.21082 3.41145 2.69254
22 H -4.41038 1.06655 2.53353
23 H -4.36735 -4.87941 0.55116
24 H -3.50054 -4.85106 2.10150
25 H -2.29227 -5.06433 -0.72160
26 H -2.04678 -6.16838 0.64849
27 Cl 2.53738 0.91921 2.91044
28 C 4.03421 -0.03241 2.72898
29 C 5.15354 0.47663 3.35136
30 C 6.31877 -0.27773 3.30066
31 C 6.33254 -1.50934 2.66006
32 C 5.18514 -1.99020 2.04892
33 C 4.00662 -1.24227 2.05583
34 P 2.51670 -1.87641 1.24625
35 C 2.82063 -1.89404 -0.53236
36 C 4.05951 -1.61061 -1.09958
37 C 4.21061 -1.66456 -2.47899
38 C 3.13507 -2.00024 -3.28658
39 C 1.89382 -2.27660 -2.72277
40 C 1.73278 -2.21811 -1.35016
41 C 2.33657 -3.56154 1.84103
42 C 1.89701 -3.74384 3.15395
43 C 1.75656 -5.02556 3.65705
44 C 2.04823 -6.11986 2.84976
45 C 2.48669 -5.93609 1.54466
46 C 2.63326 -4.65459 1.03214
47 H 5.12195 1.42082 3.87747
48 H 7.21094 0.09646 3.78376
49 H 7.23791 -2.10018 2.64455
50 H 5.19508 -2.96003 1.56561
51 H 4.90473 -1.34768 -0.47809
52 H 5.17451 -1.45166 -2.92089
53 H 3.26274 -2.05144 -4.35949
54 H 1.05903 -2.54540 -3.35638
55 H 0.76882 -2.45133 -0.90882
56 H 1.67423 -2.88971 3.78664
57 H 1.42528 -5.17462 4.67578
58 H 1.94296 -7.12171 3.24434
59 H 2.72504 -6.79148 0.92676
60 H 2.97099 -4.51031 0.01325
61 C -5.08312 3.73305 -1.60198
62 O -5.15416 2.66273 -2.55964
63 C -4.28069 2.76849 -3.61026
64 C -4.68189 3.23123 -4.85101
65 C -3.76824 3.25314 -5.89374
66 C -2.46357 2.79911 -5.71009
67 C -2.06173 2.31211 -4.48051
68 C -2.97417 2.31870 -3.43396
69 N -2.71058 1.70218 -2.16885
70 C -1.66673 1.71112 -1.40592
71 C -0.47740 2.51714 -1.50242
72 C -0.44746 3.76566 -2.15106
73 C 0.68232 4.55104 -2.13028
74 C 1.82544 4.09377 -1.47676
75 C 1.82005 2.87649 -0.81832
76 C 0.67294 2.09557 -0.80610
77 O 0.71255 0.92379 -0.12397
78 H -6.08086 3.85919 -1.19086
79 H -4.77358 4.66073 -2.08351
80 H -4.38523 3.48822 -0.79506
81 H -5.70284 3.56380 -4.98181
82 H -4.07641 3.61554 -6.86475
83 H -1.76860 2.80458 -6.53789
84 H -1.06388 1.91768 -4.33707
85 H -3.50387 1.15617 -1.83987
86 H -1.74358 1.03009 -0.56463
87 H -1.33119 4.12201 -2.66025
88 H 0.68513 5.51156 -2.62538
89 H 2.72510 4.69501 -1.48200
90 H 2.70666 2.50720 -0.31818

Output
Net charge = +3
Total energy = -3731.52256 hartree
E_HOMO = -15.75 eV
Max |F| = 0.35 eV/Å
Molecular weight = 868.6 g/mol
Energy relative to the best compared isomer or geometry (same formula, charge and spin) = 9.15 kJ/mol



The following is a quantum chemistry calculation of C42H37Br3N3O2STcTe as an isolated structure at a distorted geometry, from the OMol25 dataset.

Atoms and positions in Å:
1 Tc 1.14940 -0.05073 2.28439
2 S 0.90231 3.77660 4.66378
3 C -0.08175 3.98528 3.23447
4 C -0.84273 5.07601 2.84831
5 C -1.55128 4.98663 1.66391
6 C -1.50189 3.83514 0.88101
7 C -0.73131 2.75439 1.24955
8 C -0.01272 2.82586 2.43876
9 N 0.78451 1.84817 2.95189
10 C 1.33308 2.18527 4.10500
11 C 2.24526 1.26055 4.70006
12 C 2.89111 1.45129 5.92188
13 C 3.80561 0.51407 6.35535
14 C 4.07411 -0.60624 5.58111
15 C 3.40739 -0.81130 4.37857
16 C 2.48645 0.10949 3.92029
17 H -0.88247 5.96343 3.46118
18 H -2.15579 5.82285 1.34591
19 H -2.07632 3.78614 -0.03027
20 H -0.67733 1.86190 0.64346
21 H 2.64493 2.32316 6.50953
22 H 4.30376 0.64503 7.30267
23 H 4.79245 -1.33797 5.92172
24 H 3.61930 -1.70648 3.80927
25 Br 0.09475 -2.00330 6.05678
26 C -1.41532 -1.89513 4.90650
27 C -2.60111 -2.53577 5.23422
28 C -3.68175 -2.46702 4.38397
29 Br -5.25568 -3.43953 4.84249
30 C -3.63972 -1.71825 3.18912
31 C -4.70269 -1.56077 2.27869
32 C -4.52509 -0.76823 1.17065
33 C -3.28677 -0.14743 0.96510
34 N -2.26474 -0.30022 1.77180
35 C -2.42537 -1.05798 2.86400
36 C -1.27201 -1.18359 3.71223
37 O -0.18042 -0.64466 3.32953
38 H -2.66304 -3.09630 6.15394
39 H -5.64513 -2.05659 2.46848
40 H -5.32701 -0.62583 0.46113
41 H -3.11573 0.48966 0.10841
42 C 4.56642 1.38574 1.03483
43 C 3.24119 1.09770 0.34465
44 O 3.09696 1.36446 -0.86665
45 N 2.32648 0.56298 1.09766
46 Te 1.44616 -0.58835 -1.80923
47 C 1.35828 -1.78730 -3.60036
48 C 1.29268 -3.17644 -3.51812
49 C 1.15902 -3.91589 -2.22666
50 C 1.34376 -3.92972 -4.68577
51 C 1.50674 -3.34069 -5.92551
52 C 1.61694 -4.16482 -7.17029
53 C 1.59860 -1.95473 -5.98593
54 C 1.52904 -1.17279 -4.84509
55 C 1.65271 0.31497 -4.95495
56 C -0.42516 0.40489 -2.16034
57 C -0.50212 1.78378 -2.35064
58 C 0.69800 2.67447 -2.37949
59 C -1.74902 2.37488 -2.53741
60 C -2.91357 1.62922 -2.55795
61 C -4.25475 2.26032 -2.76913
62 C -2.81310 0.25857 -2.35807
63 C -1.59371 -0.36353 -2.13785
64 C -1.56748 -1.83373 -1.87209
65 H 5.28774 1.72393 0.29711
66 H 4.91802 0.48791 1.53821
67 H 4.41022 2.15451 1.78826
68 H 1.28144 -3.26442 -1.36402
69 H 1.91119 -4.69795 -2.16446
70 H 0.18279 -4.39421 -2.16898
71 H 1.27230 -5.00542 -4.60314
72 H 1.42439 -5.21266 -6.95753
73 H 2.61889 -4.07658 -7.58885
74 H 0.91215 -3.82077 -7.92508
75 H 1.74344 -1.47645 -6.94511
76 H 1.96308 0.61064 -5.95440
77 H 2.38673 0.68431 -4.23474
78 H 0.69389 0.78696 -4.74112
79 H 1.61415 2.11148 -2.22163
80 H 0.62269 3.42706 -1.59503
81 H 0.75764 3.19129 -3.33686
82 H -1.79367 3.44600 -2.68177
83 H -4.16499 3.33194 -2.91984
84 H -4.89598 2.08382 -1.90687
85 H -4.74602 1.82753 -3.63860
86 H -3.71199 -0.34189 -2.37024
87 H -2.54072 -2.17906 -1.53269
88 H -0.82917 -2.08059 -1.10703
89 H -1.31146 -2.37516 -2.78215
90 Br 1.35992 -2.31383 1.31207

Output
Net charge = 0
Total energy = -10406.49969 hartree
E_HOMO (alpha / beta) = -6.53 / -6.53 eV
Max |F| = 5.39 eV/Å
Molecular weight = 1113.2 g/mol



The following is a quantum chemistry calculation of C42H37IIrNO7P4 as an isolated structure, from the OMol25 dataset.

Atoms and positions in Å:
1 Ir 0.32491 -0.07866 -1.00237
2 C -0.88170 1.00293 2.04126
3 N 0.25170 0.31296 2.61581
4 C 1.50950 0.94131 2.26240
5 P 2.08319 0.61468 0.52645
6 C 3.27206 -0.75132 0.69782
7 C 3.18133 -1.67168 1.73881
8 C 4.03802 -2.76394 1.79137
9 C 4.99014 -2.94596 0.80149
10 C 5.07990 -2.03715 -0.24563
11 C 4.22481 -0.95009 -0.30057
12 C 3.13282 2.07114 0.28694
13 C 4.40477 2.15084 0.85932
14 C 5.13624 3.32188 0.75940
15 C 4.60652 4.41933 0.08954
16 C 3.34588 4.34343 -0.47837
17 C 2.60541 3.17333 -0.37533
18 C 0.11289 -0.46020 3.78164
19 C -1.13681 -0.96071 4.17709
20 C -1.27621 -1.76060 5.29907
21 C -0.18359 -2.09781 6.08009
22 C 1.05388 -1.59659 5.71576
23 C 1.20675 -0.79333 4.59643
24 P -1.39290 0.66421 0.26504
25 C -2.15264 2.30472 -0.00273
26 C -1.56504 3.30755 -0.76543
27 C -2.14020 4.57192 -0.81863
28 C -3.28936 4.85318 -0.09975
29 C -3.87208 3.86278 0.68175
30 C -3.30938 2.59919 0.72907
31 C -2.85020 -0.42080 0.28890
32 C -2.93643 -1.54752 1.09467
33 C -4.02346 -2.40718 0.98726
34 C -5.02375 -2.14685 0.06703
35 C -4.94281 -1.02100 -0.74496
36 C -3.86623 -0.16121 -0.63446
37 H -0.64297 2.07251 1.98827
38 H -1.75941 0.93406 2.67982
39 H 2.31469 0.64749 2.92620
40 H 1.42016 2.03246 2.34333
41 H 2.43096 -1.56513 2.51242
42 H 3.95229 -3.47180 2.60594
43 H 5.65760 -3.79689 0.83949
44 H 5.80932 -2.18223 -1.03152
45 H 4.28399 -0.25921 -1.13071
46 H 4.82811 1.29461 1.36997
47 H 6.12311 3.37866 1.20020
48 H 5.18494 5.33048 0.00637
49 H 2.93493 5.18424 -1.02099
50 H 1.62914 3.10874 -0.83314
51 H -2.02616 -0.73229 3.61262
52 H -2.26276 -2.12317 5.55882
53 H -0.29422 -2.72765 6.95168
54 H 1.92851 -1.82431 6.31204
55 H 2.19874 -0.42362 4.39210
56 H -0.67723 3.09320 -1.33953
57 H -1.68202 5.33406 -1.43558
58 H -3.73356 5.83906 -0.14608
59 H -4.76984 4.07167 1.24896
60 H -3.78719 1.83300 1.32728
61 H -2.13865 -1.79251 1.78299
62 H -4.07438 -3.28724 1.61546
63 H -5.86341 -2.82352 -0.02657
64 H -5.71237 -0.81951 -1.47841
65 H -3.80755 0.70625 -1.27738
66 I 0.33132 -2.42121 0.08973
67 C -1.14653 -3.14305 -1.19405
68 C -1.58173 -4.42532 -1.04629
69 C -2.57876 -4.89838 -1.92117
70 C -3.08037 -4.06537 -2.87928
71 C -2.62302 -2.73381 -3.02337
72 C -3.16241 -1.89162 -4.02214
73 C -2.70762 -0.61435 -4.13708
74 C -1.71535 -0.11566 -3.26580
75 C -1.13573 -0.87877 -2.28482
76 C -1.61040 -2.22744 -2.16034
77 H -1.17207 -5.07107 -0.28014
78 H -2.93531 -5.91558 -1.82804
79 H -3.84907 -4.41533 -3.55836
80 H -3.92512 -2.28387 -4.68442
81 H -3.09371 0.04293 -4.90647
82 H -1.42562 0.90989 -3.41847
83 O 3.55666 -1.14540 -3.98722
84 P 2.04327 -0.74502 -3.64087
85 O 1.07397 -1.41080 -4.50498
86 O 1.91213 -0.87929 -2.11857
87 O 2.16497 0.87299 -3.89303
88 P 1.02603 1.95580 -3.56601
89 O 1.91169 3.27850 -3.30712
90 O 0.08713 2.19384 -4.66854
91 O 0.46481 1.61890 -2.17882
92 H 4.15998 -0.40803 -3.84917
93 H 1.82817 3.84230 -4.08545

Output
Net charge = 0
Total energy = -3971.94343 hartree
E_HOMO = -7.68 eV
Max |F| = 0.39 eV/Å
Molecular weight = 1110.8 g/mol
Energy relative to the best compared isomer or geometry (same formula, charge and spin) = 0.00 kJ/mol